# 1
{
  "formula": "C51H57GeN3O2PdSSiTe",
  "method": "ωB97M-V with the def2-TZVPD basis set",
  "species": ["Pd", "C", "C", "C", "C", "C", "C", "N", "N", "C", "C", "C", "C", "C", "N", "H", "H", "H", "H", "H", "H", "H", "H", "H", "Te", "C", "C", "C", "C", "C", "C", "C", "C", "C", "C", "C", "C", "H", "H", "H", "H", "H", "H", "H", "H", "H", "H", "C", "Ge", "C", "C", "C", "C", "C", "C", "C", "C", "C", "C", "C", "C", "C", "C", "C", "C", "C", "C", "H", "H", "H", "H", "H", "H", "H", "H", "H", "H", "H", "H", "H", "H", "H", "C", "Si", "C", "C", "O", "H", "H", "H", "H", "H", "H", "H", "H", "H", "C", "C", "C", "S", "O", "C", "C", "C", "H", "H", "H", "H", "H", "H", "H", "H", "H", "H", "H", "H", "H", "H"],
  "coordinates": [[0.705, 0.007, 0.390], [-1.881, -0.276, 5.619], [-0.532, -0.138, 5.924], [0.424, -0.140, 4.921], [0.040, -0.273, 3.578], [-1.315, -0.436, 3.283], [-2.263, -0.434, 4.294], [0.996, -0.250, 2.544], [2.240, -0.287, 2.932], [3.190, -0.300, 1.977], [4.544, -0.330, 2.376], [5.527, -0.415, 1.426], [5.176, -0.467, 0.069], [3.845, -0.399, -0.255], [2.866, -0.316, 0.658], [-2.626, -0.254, 6.406], [-0.220, -0.025, 6.955], [1.475, -0.025, 5.144], [-1.608, -0.552, 2.255], [-3.311, -0.560, 4.042], [4.763, -0.286, 3.434], [6.568, -0.438, 1.720], [5.928, -0.532, -0.709], [3.522, -0.404, -1.289], [0.712, -0.499, -2.385], [0.798, -0.172, -4.489], [2.024, -0.038, -5.128], [2.065, 0.161, -6.505], [0.885, 0.233, -7.234], [-0.341, 0.106, -6.587], [-0.386, -0.090, -5.214], [-0.302, -2.366, -2.607], [0.220, -3.334, -3.462], [-0.440, -4.544, -3.641], [-1.625, -4.800, -2.961], [-2.147, -3.837, -2.106], [-1.487, -2.627, -1.929], [2.943, -0.101, -4.558], [3.021, 0.259, -7.007], [0.918, 0.391, -8.306], [-1.263, 0.165, -7.153], [-1.340, -0.190, -4.708], [1.140, -3.135, -4.003], [-0.029, -5.286, -4.317], [-2.140, -5.744, -3.100], [-3.080, -4.022, -1.584], [-1.877, -1.890, -1.245], [-1.198, 0.385, 0.172], [-2.293, 2.013, 0.226], [-4.130, 1.329, 0.057], [-5.262, 2.074, 0.398], [-6.541, 1.573, 0.184], [-6.713, 0.329, -0.412], [-5.600, -0.413, -0.786], [-4.323, 0.082, -0.546], [-2.030, 2.908, 1.965], [-3.115, 3.387, 2.709], [-2.938, 3.898, 3.989], [-1.672, 3.942, 4.554], [-0.584, 3.485, 3.825], [-0.763, 2.979, 2.544], [-2.099, 3.137, -1.363], [-2.278, 4.517, -1.326], [-2.169, 5.274, -2.488], [-1.853, 4.662, -3.693], [-1.677, 3.283, -3.744], [-1.810, 2.525, -2.585], [-5.158, 3.068, 0.816], [-7.406, 2.160, 0.470], [-7.710, -0.057, -0.589], [-5.726, -1.373, -1.274], [-3.459, -0.510, -0.838], [-4.114, 3.361, 2.298], [-3.796, 4.265, 4.544], [-1.534, 4.324, 5.559], [0.411, 3.511, 4.256], [0.091, 2.653, 1.982], [-2.492, 5.011, -0.382], [-2.318, 6.346, -2.452], [-1.747, 5.257, -4.592], [-1.424, 2.798, -4.679], [-1.684, 1.452, -2.627], [3.710, 2.884, 0.102], [2.023, 3.092, -0.724], [2.351, 3.193, -2.574], [1.367, 4.760, -0.130], [0.976, 1.874, -0.469], [4.152, 3.866, 0.312], [4.416, 2.332, -0.526], [3.628, 2.351, 1.059], [2.750, 4.180, -2.846], [1.426, 3.028, -3.141], [3.083, 2.437, -2.885], [1.024, 5.369, -0.975], [2.148, 5.323, 0.396], [0.528, 4.640, 0.555], [-0.400, -4.120, 3.879], [0.246, -5.146, 2.946], [0.268, -4.678, 1.489], [1.314, -3.204, 1.319], [0.422, -2.195, 0.617], [2.415, -3.819, 0.024], [3.522, -4.721, 0.575], [4.427, -4.009, 1.591], [-0.433, -4.496, 4.903], [-1.425, -3.900, 3.567], [0.155, -3.177, 3.888], [-0.297, -6.092, 3.000], [1.272, -5.346, 3.274], [-0.716, -4.343, 1.153], [0.640, -5.448, 0.811], [2.829, -2.913, -0.421], [1.782, -4.311, -0.718], [4.130, -5.063, -0.263], [3.079, -5.612, 1.035], [4.780, -3.057, 1.183], [5.301, -4.620, 1.830], [3.902, -3.800, 2.525]],
  "forces_ev_per_angstrom": [[0.11, 0.33, 0.09], [-0.02, 0.00, 0.04], [0.03, -0.02, -0.05], [0.08, 0.04, -0.06], [0.09, -0.03, 0.12], [0.18, 0.04, 0.08], [-0.03, -0.02, -0.04], [-0.47, 0.54, -0.08], [0.31, -0.05, 0.25], [-0.13, -0.07, -0.11], [0.23, -0.01, 0.00], [-0.07, 0.07, 0.14], [0.10, -0.02, -0.08], [-0.10, 0.03, 0.05], [-0.13, -0.03, 0.06], [0.05, -0.03, -0.05], [0.01, 0.02, -0.03], [-0.06, 0.00, 0.05], [-0.12, -0.05, -0.26], [0.08, 0.05, -0.01], [-0.01, -0.02, -0.03], [0.00, 0.00, 0.02], [-0.09, 0.02, 0.06], [-0.04, 0.01, -0.02], [-0.11, -0.85, -0.88], [-0.13, 0.16, 0.21], [0.00, -0.03, -0.03], [-0.04, 0.03, 0.01], [-0.02, 0.00, 0.08], [0.08, -0.01, -0.01], [0.02, 0.00, -0.07], [0.17, 0.01, -0.13], [-0.02, -0.01, -0.05], [0.02, 0.04, 0.02], [0.02, 0.02, 0.01], [0.01, -0.02, 0.00], [0.15, -0.01, -0.02], [-0.03, 0.01, -0.04], [-0.06, 0.00, 0.04], [0.00, -0.02, 0.05], [0.03, 0.00, 0.02], [0.01, 0.02, -0.02], [-0.04, -0.03, 0.02], [-0.01, 0.03, 0.04], [0.02, 0.06, 0.00], [0.07, 0.01, 0.01], [-0.08, 0.12, 0.10], [0.48, 0.29, 0.29], [-0.15, -0.07, 0.09], [-0.02, -0.16, -0.01], [-0.04, -0.10, -0.12], [0.05, -0.04, -0.06], [0.07, 0.02, 0.04], [0.00, 0.04, 0.01], [-0.02, 0.05, 0.08], [-0.15, 0.01, -0.04], [0.12, -0.04, -0.03], [-0.02, 0.04, -0.06], [0.03, -0.06, 0.01], [0.04, -0.03, -0.01], [-0.25, 0.17, 0.07], [0.28, -0.02, 0.00], [0.05, -0.07, 0.01], [0.03, -0.01, 0.03], [-0.03, -0.06, 0.01], [-0.02, -0.04, 0.18], [-0.08, 0.30, -0.05], [-0.08, -0.08, -0.11], [0.03, 0.00, -0.02], [0.03, 0.02, 0.01], [0.01, 0.03, 0.05], [-0.11, 0.07, 0.04], [0.08, -0.04, 0.14], [0.04, -0.03, -0.02], [-0.01, -0.01, -0.07], [-0.05, 0.01, -0.03], [0.36, -0.23, -0.20], [0.01, 0.00, -0.04], [0.02, 0.00, 0.02], [-0.01, -0.02, 0.03], [-0.02, 0.00, -0.01], [0.08, -0.08, -0.01], [0.05, -0.07, 0.20], [0.15, -0.01, 0.09], [-0.05, 0.01, -0.12], [-0.05, 0.05, -0.12], [-0.17, -0.25, 0.60], [-0.06, -0.14, -0.06], [-0.08, 0.02, 0.08], [0.04, 0.11, -0.11], [-0.04, -0.17, 0.00], [0.10, 0.09, 0.05], [-0.10, 0.07, 0.02], [-0.01, -0.08, 0.14], [-0.10, -0.07, -0.10], [-0.08, 0.02, 0.04], [0.02, -0.09, -0.08], [-0.04, 0.21, 0.04], [-0.01, -0.05, 0.31], [0.15, 0.15, -0.17], [-0.42, 0.00, -0.36], [0.09, -0.02, 0.00], [-0.03, 0.15, 0.32], [-0.05, -0.06, -0.12], [0.01, 0.03, -0.04], [0.07, 0.01, 0.02], [-0.06, -0.04, 0.01], [0.03, -0.02, -0.04], [-0.06, -0.06, -0.02], [0.05, -0.01, -0.03], [-0.04, 0.04, 0.03], [0.03, 0.04, 0.01], [0.04, 0.03, -0.04], [-0.09, -0.05, -0.08], [0.05, -0.01, -0.09], [-0.02, -0.08, 0.06], [-0.11, 0.03, -0.04], [0.03, 0.04, -0.06]],
  "charge": 0,
  "e_lumo_ev": [-0.35, -1.33],
  "spin_multiplicity": 5,
  "homo_lumo_gap_ev": [6.06, 6.46]
}

=====

# 2
{
  "formula": "C3H4N2S2",
  "method": "ωB97M-V with the def2-TZVPD basis set",
  "species": ["C", "C", "C", "N", "N", "S", "S", "H", "H", "H", "H"],
  "coordinates": [[-1.360, -1.001, 0.953], [-0.967, 1.797, -0.603], [-0.123, -1.076, 0.527], [-0.273, 1.632, 0.282], [2.153, -0.418, -0.630], [-2.636, -0.765, -0.193], [1.202, -1.691, -0.031], [-1.552, -0.647, 1.968], [-1.710, 2.155, -1.332], [2.077, 0.499, -0.381], [3.187, -0.485, -0.561]],
  "forces_ev_per_angstrom": [[-2.17, 1.61, -0.72], [-1.84, 1.17, -1.38], [1.51, -1.11, -0.30], [1.26, 0.14, 0.67], [2.40, -2.30, -1.21], [0.77, -0.72, 0.75], [-0.07, 0.92, 0.24], [0.12, -0.68, 0.16], [0.87, -0.71, 0.63], [-1.93, 2.99, 1.20], [-0.92, -1.31, -0.05]],
  "charge": 0,
  "e_lumo_ev": -0.34,
  "homo_lumo_gap_ev": 7.61
}

=====

# 3
{
  "formula": "CH3N2OS",
  "method": "ωB97M-V with the def2-TZVPD basis set",
  "species": ["C", "N", "N", "O", "S", "H", "H", "H"],
  "coordinates": [[1.055, 0.220, -0.070], [-0.328, 0.758, 0.006], [-1.232, -0.081, 0.035], [-0.900, -1.756, 0.232], [-2.802, 0.372, 0.018], [1.187, -0.653, -0.574], [1.480, 1.087, -0.618], [1.540, 0.053, 0.971]],
  "forces_ev_per_angstrom": [[-0.11, 3.44, 2.38], [1.03, -1.15, 0.04], [1.08, -4.26, 0.91], [-0.53, 4.67, -0.69], [-1.20, -0.05, -0.05], [-0.17, -2.55, -1.58], [0.77, -0.72, 0.53], [-0.87, 0.63, -1.53]],
  "charge": -1,
  "e_lumo_ev": 4.15,
  "homo_lumo_gap_ev": 7.63
}

=====

# 4
{
  "formula": "C4H10N4",
  "method": "ωB97M-V with the def2-TZVPD basis set",
  "species": ["C", "C", "C", "C", "N", "N", "N", "N", "H", "H", "H", "H", "H", "H", "H", "H", "H", "H"],
  "coordinates": [[0.540, 0.079, -1.184], [1.264, -1.691, 0.527], [-0.674, 0.496, -0.398], [1.456, -0.261, -0.027], [-2.695, -0.086, 0.542], [-0.766, 1.817, 0.029], [-1.555, -0.413, -0.166], [2.448, 0.403, 0.379], [-2.546, 0.563, 1.312], [-3.147, -0.942, 0.840], [-1.694, 2.213, 0.011], [-0.052, 2.446, -0.303], [2.493, 1.369, 0.059], [0.312, -0.800, -1.783], [0.935, 0.912, -1.769], [1.710, -2.382, -0.187], [0.213, -1.950, 0.627], [1.758, -1.772, 1.490]],
  "forces_ev_per_angstrom": [[-0.21, 0.66, 1.43], [0.09, 0.96, -0.19], [-1.87, -0.46, -0.80], [1.17, -2.06, -0.79], [-0.20, 0.44, -0.02], [0.04, -0.15, 0.24], [0.82, 0.36, -0.35], [-0.16, 0.57, 1.19], [0.06, -0.21, 0.07], [0.16, 0.27, 0.08], [-0.03, -0.01, 0.02], [-0.12, -0.05, -0.05], [0.07, -0.19, -0.65], [0.04, 0.12, 0.02], [-0.01, -0.18, -0.08], [0.10, -0.12, -0.01], [-0.04, 0.09, -0.07], [0.12, -0.05, -0.03]],
  "charge": 0,
  "e_lumo_ev": 0.83,
  "smiles": "[H]/N=C(/C)C/C(N)=N/N",
  "homo_lumo_gap_ev": 9.00
}

=====

# 5
{
  "formula": "C2H4NOP",
  "method": "ωB97M-V with the def2-TZVPD basis set",
  "species": ["C", "C", "N", "O", "P", "H", "H", "H", "H"],
  "coordinates": [[0.041, 1.594, -0.126], [-0.285, -0.557, -0.477], [1.282, 1.342, -0.082], [-0.886, 0.692, -0.225], [1.546, -0.357, -0.137], [-0.471, 2.611, 0.166], [-0.983, -1.320, 0.095], [-0.415, -0.650, -1.559], [1.519, -0.735, 1.321]],
  "forces_ev_per_angstrom": [[-0.13, 3.50, 1.92], [-1.68, -2.45, 0.22], [0.04, 0.50, 0.15], [-1.37, -0.12, 0.26], [-0.29, -0.92, 0.95], [1.44, -1.66, -1.08], [1.90, 1.17, -1.28], [0.10, -0.72, 0.04], [-0.01, 0.69, -1.18]],
  "charge": 0,
  "e_lumo_ev": 0.82,
  "homo_lumo_gap_ev": 10.04
}